{
  "formula": "C2H7N6O2",
  "method": "the ωB97M-V functional and the def2-TZVPD basis",
  "symbols": ["O", "O", "N", "N", "N", "N", "N", "N", "C", "C", "H", "H", "H", "H", "H", "H", "H"],
  "positions_angstrom": [[-0.124967, -1.991601, 0.142992], [-0.137161, 1.739643, 2.047239], [-0.882631, -0.113376, -0.753843], [0.148361, -0.992256, -0.861979], [2.392978, -1.154864, -1.274571], [1.653785, 0.459790, 0.211362], [-2.162744, 1.517742, 0.550347], [-0.040688, 0.717857, 1.188680], [1.481373, -0.493584, -0.625942], [-1.035804, 0.799663, 0.312667], [-2.683185, 1.604293, -0.300326], [-1.662385, -0.209334, -1.363993], [3.410734, -0.802686, -1.170846], [0.624944, 1.531602, 2.579014], [-0.787382, -2.673618, -0.208251], [2.163181, -1.898786, -1.956091], [-2.358407, 1.959514, 1.483541]],
  "forces_ev_per_angstrom": [[0.0115, -1.2967, -0.0082], [1.1298, 0.5896, 0.1555], [-0.5667, 3.4266, 1.1322], [-2.0025, -1.5871, 0.1943], [3.8553, -0.1081, -1.0637], [-1.3711, 1.3766, 1.4449], [1.7067, -0.9640, -0.2046], [0.7031, -1.3132, -2.7057], [-2.6566, 0.3131, 1.4325], [0.3149, -2.0430, 0.0622], [-1.1046, 0.5744, 0.3612], [-0.1146, -0.3285, -0.7667], [-2.3934, -1.1890, -0.3463], [0.4794, 0.4753, 1.3598], [1.4665, 1.5280, -0.0019], [0.1647, 1.0326, 0.7420], [0.3776, -0.4864, -1.7873]],
  "mulliken_charge": [-0.424, -0.430, -0.036, -0.304, -0.363, -0.382, -0.390, -0.052, 0.712, 0.622, 0.236, 0.173, 0.301, 0.411, 0.378, 0.264, 0.283],
  "total_energy_ha": -558.9579,
  "de_lowest_ev": 1.889,
  "lumo_energy_ha": [-0.191, -0.191],
  "e_homo_ev": [-13.51, -13.51],
  "orbital_gap_ev": [8.3, 8.3],
  "charge": 1
}

{
  "formula": "C2H7NO",
  "method": "the ωB97M-V functional and the def2-TZVPD basis",
  "symbols": ["O", "N", "C", "C", "H", "H", "H", "H", "H", "H", "H"],
  "positions_angstrom": [[-2.205020, -0.846202, -0.713746], [0.857091, 0.044957, 0.453686], [-2.172835, -0.570987, 0.446094], [1.556929, 0.389273, -0.760003], [-2.933473, 0.072044, 0.958085], [-1.556586, -1.065820, 1.234541], [-0.122152, -0.117171, 0.629138], [2.527505, -0.176719, -0.904926], [1.022685, 0.160530, -1.686729], [1.118637, 0.676925, 1.199347], [1.907221, 1.433169, -0.855488]],
  "forces_ev_per_angstrom": [[0.4172, 0.1291, -0.1231], [0.8237, 0.4616, 1.6192], [-1.5387, -0.4395, 1.4454], [1.0143, -0.3448, -1.3971], [0.2328, 0.2700, -0.6439], [0.4205, -0.0951, -0.6611], [0.3109, 0.0843, -1.4934], [-0.9881, 0.1531, 0.6014], [-0.3678, 0.0476, 0.3258], [0.2848, -0.1545, -0.0183], [-0.6097, -0.1119, 0.3451]],
  "mulliken_charge": [-0.381, -0.427, -0.149, -0.675, 0.239, 0.283, 0.169, 0.234, 0.263, 0.193, 0.250],
  "total_energy_ha": -210.3257,
  "de_lowest_ev": 1.986,
  "lumo_energy_ha": 0.019,
  "smiles": "C=O.CN",
  "e_homo_ev": -8.98,
  "orbital_gap_ev": 9.5,
  "charge": 0
}

{
  "formula": "C2H7NO",
  "method": "the ωB97M-V functional and the def2-TZVPD basis",
  "symbols": ["O", "N", "C", "C", "H", "H", "H", "H", "H", "H", "H"],
  "positions_angstrom": [[1.413977, 1.289733, 3.815505], [-0.821038, -1.750467, -1.610403], [-0.719225, -0.443311, -1.205583], [0.215764, 0.550372, -1.424434], [-1.442038, -2.311487, -0.977804], [0.865526, 0.364244, -2.351708], [-1.644234, -0.160125, -0.837561], [1.344255, 2.195772, 4.125853], [-0.222392, -2.097638, -2.300770], [0.589528, 1.152938, 3.338417], [0.419877, 1.209968, -0.571512]],
  "forces_ev_per_angstrom": [[-0.1341, 0.0164, -0.0503], [-1.8109, 0.6081, 1.3282], [1.8501, 1.0569, -0.9661], [-0.2027, -2.6762, -1.2435], [1.2143, 0.5101, -1.7794], [-0.0831, 0.4917, 2.0476], [-1.3894, 0.6104, 2.3579], [0.1023, 0.1004, 0.0874], [0.8536, -1.1094, -0.5627], [0.0329, -0.1184, -0.0409], [-0.4329, 0.5100, -1.1781]],
  "mulliken_charge": [-0.637, -0.417, -0.068, -0.671, 0.228, 0.189, 0.313, 0.320, 0.187, 0.317, 0.239],
  "total_energy_ha": -210.3197,
  "de_lowest_ev": 2.150,
  "lumo_energy_ha": 0.030,
  "smiles": "C=CN.O",
  "e_homo_ev": -7.81,
  "orbital_gap_ev": 8.6,
  "charge": 0
}

{
  "formula": "C2H7NO",
  "method": "the ωB97M-V functional and the def2-TZVPD basis",
  "symbols": ["O", "N", "C", "C", "H", "H", "H", "H", "H", "H", "H"],
  "positions_angstrom": [[2.031550, 2.003174, -0.958177], [-0.512474, -0.145965, -0.046690], [-1.679454, 0.282729, -0.079481], [-0.183210, -1.344597, 0.766008], [-1.921423, 1.298160, -0.480719], [-0.615303, -1.374303, 1.783455], [2.434507, 1.890529, -1.829559], [2.452656, 1.249263, -0.530622], [0.927577, -1.330173, 0.951880], [-0.344676, -2.269159, 0.164975], [-2.589749, -0.259653, 0.258935]],
  "forces_ev_per_angstrom": [[0.6864, -0.4059, -0.4372], [1.1376, -0.3620, 1.1674], [-1.7825, 0.7176, -0.2287], [1.2599, -0.1919, -0.7135], [0.4937, -0.8961, -0.1516], [-0.3951, -0.0075, -0.7240], [-0.3272, 0.4849, -0.1674], [-0.3650, 0.0008, 0.5734], [-0.9943, 0.0952, -0.2850], [-0.2426, 0.5037, 0.6239], [0.5290, 0.0612, 0.3426]],
  "mulliken_charge": [-0.619, -0.267, -0.312, -0.723, 0.247, 0.301, 0.309, 0.302, 0.210, 0.299, 0.252],
  "total_energy_ha": -210.3415,
  "de_lowest_ev": 1.558,
  "lumo_energy_ha": 0.038,
  "smiles": "C=NC.O",
  "e_homo_ev": -9.30,
  "orbital_gap_ev": 10.3,
  "charge": 0
}

{
  "formula": "C2H7NO2",
  "method": "the ωB97M-V functional and the def2-TZVPD basis",
  "symbols": ["O", "O", "N", "C", "C", "H", "H", "H", "H", "H", "H", "H"],
  "positions_angstrom": [[0.188117, 2.635372, 1.017709], [-0.835039, -0.976684, -2.592406], [0.325364, 0.488042, -1.270460], [-0.124501, 0.067451, -2.498195], [0.000000, 0.000000, 0.000000], [0.827635, 1.378996, -1.249350], [0.943839, -0.223052, 0.525373], [-0.536842, -0.947265, -0.176350], [0.810169, 2.342051, 0.313960], [0.763974, 2.835636, 1.790064], [-0.620785, 0.640712, 0.648642], [0.104181, 0.831995, -3.279770]],
  "forces_ev_per_angstrom": [[1.3203, 0.3162, 0.1499], [2.3146, 3.1911, -0.4947], [0.7807, 2.2982, -1.9987], [-2.4478, -2.3046, 1.6193], [-0.5706, -2.3573, 1.4062], [-0.3049, -0.6234, -0.6655], [-0.4329, -0.0691, 0.1387], [0.2639, 0.2644, 0.3202], [-0.6007, 0.5262, 1.0467], [-0.5654, -0.1634, -0.8273], [0.2744, -0.1448, -0.7079], [-0.0315, -0.9334, 0.0131]],
  "mulliken_charge": [-0.627, -0.592, -0.116, 0.129, -0.778, 0.164, 0.284, 0.318, 0.271, 0.332, 0.331, 0.285],
  "total_energy_ha": -285.6157,
  "de_lowest_ev": 1.526,
  "lumo_energy_ha": 0.014,
  "smiles": "CNC=O.O",
  "e_homo_ev": -9.69,
  "orbital_gap_ev": 10.1,
  "charge": 0
}

{
  "formula": "C2H7NO2",
  "method": "the ωB97M-V functional and the def2-TZVPD basis",
  "symbols": ["O", "O", "N", "C", "C", "H", "H", "H", "H", "H", "H", "H"],
  "positions_angstrom": [[1.579320, 2.452462, -0.199014], [-0.416855, -1.938567, 1.512952], [0.121411, 0.146003, 0.838141], [-1.313729, -1.311189, -0.588618], [-0.471295, -1.087691, 0.629483], [1.242669, 2.775522, -1.040416], [2.551846, 2.508515, -0.191177], [0.472226, 0.648150, 0.030599], [-1.629034, -0.409344, -1.098053], [-2.149191, -1.925278, -0.265746], [0.745365, 0.118836, 1.605952], [-0.732732, -1.977422, -1.234106]],
  "forces_ev_per_angstrom": [[0.3862, -0.1304, 0.2287], [0.0574, 0.3402, -0.7488], [-0.6508, -0.7871, -1.5305], [0.4584, -0.6149, -0.0664], [-0.1117, 0.1165, 1.8405], [0.3995, 0.1394, -0.0191], [-0.7065, 0.1058, -0.3401], [-0.1527, 0.1351, 0.3207], [0.0086, 0.0596, -0.1232], [-0.2369, 0.2162, -0.0134], [0.6064, 0.1286, 0.7253], [-0.0578, 0.2910, -0.2737]],
  "mulliken_charge": [-0.672, -0.613, -0.352, -0.886, 0.571, 0.315, 0.323, 0.238, 0.309, 0.291, 0.229, 0.246],
  "total_energy_ha": -285.6546,
  "de_lowest_ev": 0.468,
  "lumo_energy_ha": 0.016,
  "smiles": "CC(N)=O.O",
  "e_homo_ev": -9.46,
  "orbital_gap_ev": 9.9,
  "charge": 0
}

{
  "formula": "C2H7NO2S",
  "method": "the ωB97M-V functional and the def2-TZVPD basis",
  "symbols": ["S", "O", "O", "N", "C", "C", "H", "H", "H", "H", "H", "H", "H"],
  "positions_angstrom": [[-1.507997, 0.065589, -0.354257], [-2.274013, -1.208427, -0.169352], [-2.173645, 1.225619, 0.262948], [0.082737, -0.027746, 0.196409], [0.705432, -1.267674, 0.396518], [0.934199, 1.176683, 0.052128], [-0.180572, -1.942384, 0.719194], [1.505267, 1.398114, 0.868174], [-1.536196, 0.376025, -1.789737], [0.140045, 1.966947, 0.012940], [1.284729, -1.526124, -0.556324], [1.481030, -1.269567, 1.170735], [1.538979, 1.032942, -0.809377]],
  "forces_ev_per_angstrom": [[-9.1697, -0.3129, -1.6213], [2.0962, 1.4988, 0.4010], [1.4169, -0.8318, 0.3458], [7.1403, 0.5053, 2.6002], [-0.7031, -1.8582, 0.6117], [-4.2883, 0.0490, -0.9583], [1.8032, 0.3200, -1.0478], [1.6651, 0.0604, 2.4880], [-0.3355, 0.4518, -2.2501], [1.1437, -0.1634, -0.6515], [-1.1137, -0.1359, 0.8938], [-0.0698, 0.2670, 0.1300], [0.4147, 0.1500, -0.9415]],
  "lowdin_spin": [0.424, 0.079, 0.068, 0.767, 0.116, 0.074, 0.006, 0.019, 0.336, 0.002, 0.054, 0.031, 0.025],
  "total_energy_ha": -683.5325,
  "de_lowest_ev": 3.428,
  "s_squared": 2.01,
  "lumo_energy_ha": [0.010, -0.145],
  "multiplicity": 3,
  "e_homo_ev": [-4.27, -10.75],
  "orbital_gap_ev": [4.5, 6.8],
  "charge": 0
}

{
  "formula": "C2H7NO2S2",
  "method": "the ωB97M-V functional and the def2-TZVPD basis",
  "symbols": ["S", "S", "O", "O", "N", "C", "C", "H", "H", "H", "H", "H", "H", "H"],
  "positions_angstrom": [[-0.668872, 1.218222, -0.919679], [3.806123, -1.895887, 1.063552], [-2.169262, 1.015282, -0.434127], [-0.266263, -0.102220, -1.349281], [-0.017877, 1.312834, 0.626341], [3.303653, -1.364861, -0.363442], [-3.157020, 0.348576, -1.147322], [3.527578, -2.022421, -1.358589], [-2.938753, 0.320217, -2.260100], [0.629130, 0.655500, 0.859275], [2.639784, -0.575946, -0.653905], [-3.122220, -0.719596, -0.963898], [-4.132402, 0.735830, -0.980758], [-0.048618, 2.228053, 0.976755]],
  "forces_ev_per_angstrom": [[0.6300, -0.6060, 0.8291], [-0.2434, 0.6209, -0.3188], [-0.9812, 1.1643, 1.6277], [0.7816, -0.6436, -0.8568], [-2.9481, 1.6391, -2.3528], [0.6535, -2.9178, -2.6118], [0.9554, -1.6757, -3.0343], [-0.2317, 1.5187, 2.3415], [-0.3192, 0.6505, 0.9481], [2.1357, -1.9544, 0.8519], [-0.2497, 0.7944, 0.5512], [-0.1494, -0.1880, 0.6987], [-0.5590, 0.5772, 0.3785], [0.5255, 1.0204, 0.9477]],
  "mulliken_charge": [0.608, -0.190, -0.229, -0.572, -0.445, -0.219, -0.619, 0.202, 0.251, 0.239, 0.190, 0.268, 0.277, 0.240],
  "total_energy_ha": -1081.9062,
  "de_lowest_ev": 3.560,
  "lumo_energy_ha": -0.012,
  "e_homo_ev": -8.84,
  "orbital_gap_ev": 8.5,
  "charge": 0
}

{
  "formula": "C2H7NO2S2",
  "method": "the ωB97M-V functional and the def2-TZVPD basis",
  "symbols": ["S", "S", "O", "O", "N", "C", "C", "H", "H", "H", "H", "H", "H", "H"],
  "positions_angstrom": [[-1.145528, -0.042669, 0.132957], [-0.090502, 2.964467, 1.696456], [0.740420, 2.269583, 2.638028], [-1.150267, 3.812801, 2.185236], [-0.216543, 2.253743, 0.337758], [-0.010056, -0.738217, 1.354594], [-0.058325, -0.142436, -1.321601], [0.801517, 0.496570, -1.152591], [0.301390, -1.725626, 1.022012], [-0.853757, 2.725814, -0.285901], [-0.623796, 0.208232, -2.176662], [0.249459, -1.174462, -1.470316], [-0.550791, -0.813206, 2.289643], [0.843004, -0.076161, 1.467732]],
  "forces_ev_per_angstrom": [[-0.3636, -1.2418, -0.4536], [-1.2923, -0.8285, -0.3628], [0.1847, 0.3806, -0.1817], [0.5817, 0.0492, -0.1859], [1.4827, 1.1712, 1.0258], [-0.1462, 0.2223, -0.4202], [-0.2915, -0.0509, 0.6100], [0.1472, 0.0574, -0.0684], [0.0457, -0.0434, 0.0762], [-0.4045, 0.3422, -0.0434], [-0.0447, 0.0086, -0.1567], [-0.0008, -0.0182, -0.0959], [-0.0161, -0.0291, 0.1727], [0.1178, -0.0197, 0.0838]],
  "mulliken_charge": [-0.039, 0.802, -0.446, -0.475, -0.283, -0.797, -0.816, 0.309, 0.315, 0.269, 0.294, 0.296, 0.302, 0.269],
  "total_energy_ha": -1081.9186,
  "de_lowest_ev": 3.223,
  "lumo_energy_ha": [-0.038, -0.038],
  "smiles": "N=S(=O)=O.CSC",
  "e_homo_ev": [-8.22, -8.22],
  "orbital_gap_ev": [7.2, 7.2],
  "charge": 0
}

{
  "formula": "C2H7NO3",
  "method": "the ωB97M-V functional and the def2-TZVPD basis",
  "symbols": ["O", "O", "O", "N", "C", "C", "H", "H", "H", "H", "H", "H", "H"],
  "positions_angstrom": [[0.711970, 1.045886, -2.049427], [-2.713395, -2.899292, 0.714565], [1.792990, -0.103098, 1.273939], [0.099535, 1.137024, 0.156622], [0.172404, 1.601255, -1.132956], [0.554512, -0.146396, 0.580391], [-0.370149, 2.550455, -1.250911], [-2.643997, -1.935650, 0.637999], [1.613118, -0.057558, 2.216401], [0.671491, -0.788181, -0.283588], [-3.349390, -3.198798, 0.058344], [-0.127846, 1.795053, 0.880338], [-0.198425, -0.614594, 1.229107]],
  "forces_ev_per_angstrom": [[0.0483, -0.3843, -0.3155], [0.1914, 0.2613, 0.1818], [-0.0883, -0.0027, -0.1571], [-0.1551, 0.1077, -0.2239], [-0.0732, 0.1423, 0.5575], [0.1931, -0.5416, 0.5092], [0.1037, 0.2060, 0.0165], [-0.2102, -0.4611, -0.1596], [0.0657, 0.0095, 0.0100], [0.1317, 0.1132, -0.2438], [0.0191, 0.2195, -0.0317], [-0.2627, 0.1477, -0.0576], [0.0366, 0.1825, -0.0859]],
  "mulliken_charge": [-0.516, -0.636, -0.521, -0.116, 0.045, -0.312, 0.341, 0.320, 0.326, 0.282, 0.320, 0.209, 0.258],
  "total_energy_ha": -360.8731,
  "de_lowest_ev": 1.103,
  "lumo_energy_ha": 0.016,
  "smiles": "O=CNCO.O",
  "e_homo_ev": -10.22,
  "orbital_gap_ev": 10.7,
  "charge": 0
}

charge of number 3 (C2H7NO)? 0

Which value of charge does entry 1 give? +1

charge of number 2 (C2H7NO)? 0